{
  "formula": "C41H71BN2O9PbS2Sb",
  "method": "ωB97M-V/def2-TZVPD",
  "multiplicity": 1,
  "relative_energy_ev": 0.299,
  "homo_ev": -10.69,
  "e_tot_ev": -99210.932,
  "charge": 1,
  "species": ["Pb", "O", "H", "H", "O", "H", "H", "O", "H", "H", "C", "S", "O", "O", "O", "H", "H", "H", "C", "C", "C", "C", "O", "H", "H", "H", "H", "H", "H", "H", "H", "H", "C", "C", "C", "O", "B", "O", "C", "C", "C", "H", "H", "H", "H", "H", "H", "H", "H", "H", "H", "H", "H", "C", "C", "C", "C", "N", "C", "S", "N", "C", "C", "C", "C", "H", "H", "H", "H", "H", "H", "H", "H", "H", "H", "H", "H", "H", "H", "H", "H", "H", "H", "H", "H", "C", "C", "C", "C", "C", "C", "C", "Sb", "C", "C", "C", "C", "C", "C", "C", "C", "C", "C", "C", "C", "C", "C", "H", "H", "H", "H", "H", "H", "H", "H", "H", "H", "H", "H", "H", "H", "H", "H", "H", "H", "H", "H", "H"],
  "xyz": [[-0.39, 0.04, 0.30], [1.05, -1.97, 0.23], [1.90, -1.67, -0.18], [0.74, -2.72, -0.28], [-1.57, -2.29, -0.74], [-1.64, -2.11, -1.69], [-2.47, -2.15, -0.40], [-0.14, 2.65, 1.16], [-0.40, 3.44, 0.68], [0.82, 2.53, 0.97], [2.78, 1.71, -2.16], [3.14, 0.82, -0.67], [4.33, 1.39, -0.11], [3.22, -0.59, -1.04], [1.94, 1.06, 0.23], [3.67, 1.61, -2.79], [2.62, 2.75, -1.89], [1.91, 1.26, -2.63], [-1.02, 2.91, -2.64], [-1.38, 1.62, -3.36], [-2.80, 1.20, -3.01], [-1.20, 1.77, -4.86], [-0.42, 0.64, -2.88], [-1.55, 3.75, -3.08], [0.05, 3.09, -2.71], [-1.30, 2.85, -1.58], [-3.50, 1.96, -3.35], [-2.91, 1.09, -1.93], [-3.05, 0.25, -3.48], [-1.70, 2.67, -5.23], [-1.62, 0.91, -5.39], [-0.14, 1.84, -5.11], [1.30, -3.47, -3.33], [0.82, -2.42, -4.33], [1.74, -2.43, -5.54], [0.95, -1.12, -3.69], [-0.28, -0.59, -3.46], [-1.31, -1.45, -3.84], [-0.72, -2.49, -4.68], [-1.38, -3.82, -4.37], [-1.03, -2.12, -6.12], [2.22, -3.12, -2.89], [1.49, -4.42, -3.84], [0.56, -3.65, -2.54], [2.77, -2.40, -5.20], [1.57, -1.55, -6.17], [1.59, -3.33, -6.13], [-1.29, -4.11, -3.32], [-0.94, -4.61, -4.99], [-2.44, -3.75, -4.61], [-0.60, -1.15, -6.39], [-2.11, -2.04, -6.23], [-0.67, -2.88, -6.82], [-3.11, -5.95, 4.38], [-4.17, -4.85, 4.40], [-3.94, -3.84, 3.29], [-4.84, -2.61, 3.38], [-4.63, -1.70, 2.25], [-3.89, -0.58, 2.16], [-3.44, -0.11, 0.57], [-3.61, 0.13, 3.24], [-3.00, 1.47, 3.26], [-3.58, 2.32, 4.39], [-4.91, 2.99, 4.06], [-6.04, 2.02, 3.70], [-3.30, -6.69, 5.16], [-2.12, -5.53, 4.56], [-3.10, -6.47, 3.42], [-4.15, -4.36, 5.37], [-5.17, -5.29, 4.29], [-4.11, -4.33, 2.32], [-2.89, -3.51, 3.30], [-4.69, -2.08, 4.33], [-5.89, -2.92, 3.35], [-4.82, -2.12, 1.35], [-3.92, -0.21, 4.14], [-3.20, 1.94, 2.30], [-1.92, 1.38, 3.37], [-2.84, 3.09, 4.63], [-3.69, 1.70, 5.29], [-4.76, 3.69, 3.23], [-5.21, 3.58, 4.92], [-5.86, 1.52, 2.75], [-6.99, 2.57, 3.61], [-6.18, 1.27, 4.48], [2.68, -0.68, 6.01], [1.18, -0.88, 6.08], [0.62, -1.23, 7.31], [-0.75, -1.41, 7.46], [-1.59, -1.23, 6.37], [-1.04, -0.92, 5.13], [0.34, -0.74, 4.98], [1.03, -0.08, 3.04], [2.73, -1.38, 2.93], [4.01, -0.91, 2.69], [5.08, -1.79, 2.54], [4.86, -3.15, 2.63], [3.58, -3.62, 2.88], [2.50, -2.77, 3.04], [1.13, -3.36, 3.31], [1.30, 1.91, 3.91], [0.16, 2.28, 4.62], [0.04, 3.54, 5.19], [1.09, 4.44, 5.07], [2.23, 4.07, 4.39], [2.36, 2.81, 3.79], [3.65, 2.48, 3.09], [3.09, -0.52, 7.00], [2.93, 0.19, 5.39], [3.17, -1.55, 5.57], [1.26, -1.35, 8.17], [-1.16, -1.67, 8.42], [-2.66, -1.34, 6.48], [-1.68, -0.79, 4.27], [4.20, 0.15, 2.58], [6.07, -1.39, 2.34], [5.68, -3.84, 2.50], [3.41, -4.69, 2.96], [1.15, -4.44, 3.13], [0.37, -2.92, 2.65], [0.83, -3.19, 4.34], [-0.65, 1.58, 4.75], [-0.85, 3.81, 5.74], [1.02, 5.42, 5.52], [3.06, 4.76, 4.31], [4.19, 3.38, 2.82], [3.48, 1.91, 2.18], [4.29, 1.88, 3.74]],
  "mulliken_charge": [1.9930, -0.0669, 0.1074, 0.0534, -0.4861, 0.2980, 0.1023, -0.5381, 0.2345, 0.1256, -0.7854, 1.2529, -0.6976, -0.8593, -0.8229, 0.4607, 0.3157, -0.0056, -1.2399, 1.4703, -1.2622, -1.6806, -0.3738, 0.4866, 0.2838, 0.0458, 0.4985, 0.1161, 0.1044, 0.5569, 0.2953, 0.3100, -2.1825, 1.9400, -1.8896, -0.3143, 1.1374, -0.4218, 1.4216, -1.7183, -2.0900, 0.5254, 0.4555, 0.2167, 0.4443, 0.3573, 0.3865, 0.2690, 0.3823, 0.4702, 0.3081, 0.4900, 0.4451, -1.2140, -0.4971, 0.0650, -0.8452, -0.1628, 0.0961, -0.4323, 0.3094, 0.7555, -0.6706, -0.6428, -1.0509, 0.3907, 0.2275, 0.3275, 0.3276, 0.3552, 0.4479, -0.1018, 0.1092, 0.3876, 0.3176, 0.1622, 0.8124, -1.3060, 0.0997, 0.3529, 0.3109, 0.4183, 0.1830, 0.4261, 0.2449, -1.1916, 0.7618, -0.9732, -1.0440, -0.8753, 0.2155, -0.1056, 0.9127, 1.2564, -0.7527, -0.9836, -0.9298, -0.7853, 0.8959, -1.4543, 1.3715, -0.8890, -1.3236, -1.0096, -0.7361, 1.1044, -0.7715, 0.5796, -0.0636, 0.2413, 0.4634, 0.3815, 0.4814, 0.5978, 0.3433, 0.4752, 0.3952, 0.4287, 0.5488, 0.0428, 0.2241, 0.2046, 0.5487, 0.4022, 0.4538, 0.5966, -0.4992, 0.3304]
}